No. 1
Entry from OMol25: 2 unconnected molecules or ions with the total composition C3H9NO in a non-equilibrium geometry (ωB97M-V with the def2-TZVPD basis set).

Expectation value of S²   0.76
Energy above the lowest of the compared OMol25 structures with the same formula, charge and spin   17.6 kcal/mol
LUMO (alpha / beta)   -0.1586 / -0.3054 Eh
E_HOMO (alpha / beta)   -0.564 / -0.565 hartree
Orbital gap (alpha / beta)   0.406 / 0.259 Eh
E_tot   -249.36426 Ha

The geometry in ORCA input format:
```
! wB97M-V def2-TZVPD RIJCOSX def2/J DEFGRID3
* xyz 1 2
C -0.1931 1.3615 -0.0362
C 0.5541 0.1403 -0.4347
C 0.7842 -0.1181 -1.7727
N 0.8123 -0.6706 0.6724
H -1.1510 1.0242 0.4196
H -0.4113 2.0140 -0.8898
H 0.4339 1.9080 0.6761
H 1.2573 -1.0018 -2.1908
H 0.4068 0.5781 -2.5246
H 0.7142 -0.1277 1.5188
H 1.6919 -1.1659 0.7086
H -1.1223 -1.4246 1.8939
H -1.8240 -1.3041 0.5045
O -1.9529 -1.2132 1.4549
*
```

These are the natural (NBO) partial charges, in e, on atoms 1 to 2:
1 C -0.70
2 C 0.30

=====

No. 2
Entry from OMol25: 2 unconnected molecules or ions with the total composition C4H9NO in a non-equilibrium geometry (ωB97M-V with the def2-TZVPD basis set).

Structure (SMILES)   C=CO.C=NC
Energy above the lowest of the compared OMol25 structures with the same formula, charge and spin   90.8 kcal/mol
LUMO   0.0330 Eh
E_HOMO   -0.329 hartree
Orbital gap   0.362 Eh
E_tot   -287.68774 Ha

The geometry in ORCA input format:
```
! wB97M-V def2-TZVPD RIJCOSX def2/J DEFGRID3
* xyz 0 1
C -1.5094 -3.1963 -0.1889
C -0.9039 -2.0008 -0.1210
O 0.1363 -1.5610 -0.9990
H -2.1402 -3.5895 0.6842
H -1.6709 -3.7475 -1.2171
H -1.2085 -1.4296 0.6663
H -0.1002 -0.6478 -0.9301
C 1.8208 1.4625 0.9722
N 1.0927 1.3113 -0.1105
C 0.1956 2.4009 -0.3601
H 2.6649 0.8059 1.2036
H 1.7851 2.3327 1.6829
H -0.7768 1.8565 -0.5417
H 0.0771 3.0222 0.5610
H 0.5375 2.9804 -1.3018
*
```

These are the natural (NBO) partial charges, in e, on atoms 1 to 2:
1 C -0.50
2 C 0.10

=====

No. 3
Entry from OMol25: 6 unconnected molecules or ions with the total composition C36H72FN4O12S6 (ωB97M-V with the def2-TZVPD basis set).

LUMO   -0.1065 Eh
E_HOMO   -0.414 hartree
Orbital gap   0.308 Eh
E_tot   -5025.48466 Ha

The geometry in ORCA input format:
```
! wB97M-V def2-TZVPD RIJCOSX def2/J DEFGRID3
* xyz 1 1
C -1.9984 0.5309 4.4884
C -2.7395 1.1106 3.2769
C -3.3452 0.0244 2.3814
C -3.7820 0.5704 1.0062
C -2.7029 0.3075 -0.0498
C -2.5345 -1.1814 -0.3777
C -3.2813 -1.5980 -1.6688
C -2.3156 -1.8402 -2.8223
C -1.5413 -3.1660 -2.6792
C -0.0528 -3.0182 -3.0166
C 0.1846 -2.9691 -4.5394
N 0.7671 -1.7226 -5.0304
C 1.9363 -1.1516 -4.8274
N 2.2133 0.0521 -5.3345
C 3.4210 0.3450 -4.9166
N 3.9699 -0.5905 -4.1637
C 5.3008 -0.4530 -3.5267
C 5.2223 -0.3414 -2.0004
C 6.4408 0.3986 -1.4470
N 3.0307 -1.6280 -4.1074
S 3.3042 -3.0848 -3.2956
O 2.9648 -2.9116 -1.9417
O 2.8248 -4.1221 -4.1126
F 4.8375 -3.0855 -3.4205
H -2.3994 -0.4427 4.7729
H -0.9285 0.4330 4.3150
H -2.1414 1.1750 5.3562
H -3.5390 1.7542 3.6240
H -2.0575 1.7018 2.6618
H -2.6152 -0.7802 2.2743
H -4.2185 -0.3882 2.8902
H -4.0033 1.6271 1.1057
H -4.6942 0.0616 0.6834
H -1.7591 0.7041 0.3395
H -2.9416 0.8873 -0.9436
H -1.4796 -1.4351 -0.4968
H -2.9378 -1.7644 0.4482
H -3.8520 -2.5093 -1.4994
H -3.9851 -0.8128 -1.9445
H -2.8729 -1.8571 -3.7633
H -1.6087 -1.0085 -2.9144
H -1.6516 -3.5559 -1.6709
H -1.9478 -3.9040 -3.3720
H 0.3420 -2.1110 -2.5563
H 0.4798 -3.8642 -2.5836
H 0.6870 -3.8502 -4.9248
H -0.8047 -3.0075 -4.9934
H 0.1831 -1.1611 -5.6311
H 3.9485 1.2596 -5.1334
H 5.9454 -1.2721 -3.8235
H 5.7084 0.4707 -3.9277
H 5.0806 -1.3151 -1.5402
H 4.3196 0.2326 -1.7768
H 6.5500 0.1263 -0.3977
H 6.2553 1.4695 -1.4583
H 7.3635 0.1267 -1.9486
C -8.3908 1.1086 4.4849
C -9.0492 2.4280 4.0574
C -8.0602 3.1604 3.1411
S -7.0746 1.8847 2.3546
O -5.7106 2.0102 2.8067
O -7.3930 1.8113 0.9491
C -7.8215 0.4977 3.2085
H -9.1005 0.4361 4.9641
H -7.5846 1.3081 5.1940
H -9.9704 2.2135 3.5117
H -9.3135 3.0453 4.9139
H -8.5589 3.7384 2.3721
H -7.3883 3.8036 3.7045
H -7.0651 -0.2646 3.3824
H -8.6101 0.1050 2.5674
C 10.7847 -2.4389 0.7188
C 12.0649 -1.5977 0.6178
C 11.8353 -0.5397 -0.4701
S 10.0654 -0.2310 -0.4938
O 9.5348 -0.6649 -1.7672
O 9.7853 1.0906 0.0061
C 9.6319 -1.4397 0.7520
H 10.7850 -3.0719 1.6040
H 10.6940 -3.0847 -0.1572
H 12.2547 -1.1079 1.5742
H 12.9337 -2.2106 0.3861
H 12.3465 0.3960 -0.2602
H 12.1164 -0.9011 -1.4572
H 8.6645 -1.8730 0.5094
H 9.5798 -0.9179 1.7076
C -10.5414 5.6435 -0.9801
C -9.9356 6.9945 -1.3875
C -9.0093 7.4451 -0.2500
S -8.4293 5.9385 0.5420
O -8.9475 5.9055 1.8891
O -7.0257 5.7603 0.2812
C -9.3776 4.8015 -0.4650
H -11.0432 5.1569 -1.8146
H -11.2756 5.7904 -0.1852
H -9.3586 6.8717 -2.3058
H -10.7046 7.7401 -1.5815
H -8.1473 8.0014 -0.6078
H -9.5406 8.0255 0.5016
H -9.6808 3.9507 0.1407
H -8.7315 4.4696 -1.2763
C -1.9661 -7.8952 0.1604
C -1.9124 -8.0772 -1.3630
C -3.2474 -7.5786 -1.9314
S -3.8411 -6.3249 -0.7848
O -5.0546 -6.7930 -0.1728
O -3.7820 -5.0255 -1.4098
C -2.5028 -6.4869 0.3942
H -0.9880 -8.0285 0.6195
H -2.6457 -8.6287 0.5980
H -1.0914 -7.4835 -1.7718
H -1.7345 -9.1149 -1.6398
H -3.1432 -7.1276 -2.9148
H -3.9957 -8.3675 -1.9647
H -2.8910 -6.3221 1.3963
H -1.7571 -5.7295 0.1515
C 7.7871 5.2380 2.8804
C 8.8133 4.6122 1.9244
C 9.4499 3.4230 2.6526
S 8.2124 2.8216 3.8079
O 8.6911 3.0208 5.1506
O 7.7329 1.5302 3.3777
C 6.9819 4.0719 3.4462
H 7.1435 5.9548 2.3730
H 8.3019 5.7614 3.6884
H 8.3065 4.2626 1.0226
H 9.5707 5.3308 1.6160
H 9.7111 2.6136 1.9742
H 10.3220 3.7205 3.2316
H 6.4382 4.3096 4.3572
H 6.3037 3.6572 2.7011
*
```

These are the Mulliken partial charges, in e, on atoms 1 to 2:
1 C -1.38
2 C -0.11

=====

No. 4
Entry from OMol25: 2 unconnected molecules or ions with the total composition CH6N2O3S in a non-equilibrium geometry (ωB97M-V with the def2-TZVPD basis set).

Energy above the lowest of the compared OMol25 structures with the same formula, charge and spin   80.4 kcal/mol
LUMO   0.0291 Eh
E_HOMO   -0.325 hartree
Orbital gap   0.354 Eh
E_tot   -774.97147 Ha

The geometry in ORCA input format:
```
! wB97M-V def2-TZVPD RIJCOSX def2/J DEFGRID3
* xyz 0 1
C 0.3540 1.4091 1.9264
N 0.4537 0.3101 1.2951
N -0.5124 0.3678 -3.1707
O -0.0342 1.7165 -0.8414
O 1.3202 -0.4371 -1.6890
O -1.8035 0.8666 -3.4672
S -0.1689 0.3890 -1.3705
H 1.0686 2.2534 1.6856
H 1.9819 0.1538 -1.2165
H -0.3760 1.6464 2.7258
H -0.2308 -0.4190 1.5369
H -0.6263 -0.5787 -3.5088
H -1.9074 1.8075 -3.2922
*
```

These are the natural (NBO) partial charges, in e, on atoms 1 to 2:
1 C -0.01
2 N -0.65

=====

No. 5
Entry from OMol25: 8 unconnected molecules or ions with the total composition C23H61Cl6N5O5 in a non-equilibrium geometry (ωB97M-V with the def2-TZVPD basis set).

Structure (SMILES)   COC[C@H](C)N.COC[C@H](C)N.COC[C@H](C)N.COC[C@H](C)N.COC[C@H](C)N.ClCCl.ClCCl.ClCCl
LUMO   0.0158 Eh
E_HOMO   -0.327 hartree
Orbital gap   0.343 Eh
E_tot   -4323.85455 Ha

The geometry in ORCA input format:
```
! wB97M-V def2-TZVPD RIJCOSX def2/J DEFGRID3
* xyz 0 1
C -3.6010 24.6963 25.0695
O -2.6352 24.1275 24.2254
C -1.9530 23.0454 24.8796
C -0.7860 22.4127 24.0073
C -0.2740 21.0856 24.5313
N 0.3451 23.3319 23.8288
H -4.0375 25.5568 24.5625
H -3.0551 24.9456 25.9794
H -4.3801 24.0287 25.4377
H -1.5936 23.3377 25.8663
H -2.6805 22.2541 25.0602
H -1.2222 22.1812 23.0356
H -1.1596 20.5829 24.9203
H 0.5171 20.9708 25.2723
H 0.1710 20.5513 23.6920
H 0.2520 23.7984 24.7198
H 0.0922 24.0516 23.1668
C 3.7068 21.5346 16.9347
O 3.6749 20.2909 16.1893
C 4.8879 20.0724 15.4132
C 4.6478 18.8868 14.4076
C 3.7219 19.3162 13.2653
N 4.1496 17.6560 15.0744
H 3.3675 22.4262 16.4074
H 4.6460 21.6487 17.4761
H 2.9477 21.5750 17.7159
H 5.2086 20.9888 14.9177
H 5.6444 19.8775 16.1733
H 5.5881 18.7280 13.8796
H 3.8462 18.4844 12.5719
H 4.0449 20.1532 12.6462
H 2.6543 19.1635 13.4235
H 4.9080 17.1003 15.4435
H 3.5247 17.9162 15.8240
C 6.5614 23.5383 21.7360
O 5.4481 23.3788 22.5838
C 5.6055 22.5285 23.6893
C 4.3204 22.5844 24.5106
C 4.4073 22.0182 25.9029
N 3.3467 21.8695 23.7666
H 6.9400 22.5577 21.4474
H 7.3914 23.9816 22.2862
H 6.3986 24.0916 20.8111
H 6.0272 21.5667 23.3975
H 6.3780 22.9335 24.3430
H 3.8808 23.5813 24.5419
H 4.9957 22.6721 26.5466
H 4.9319 21.0630 25.8813
H 3.4316 21.8329 26.3521
H 3.4981 22.2736 22.8533
H 2.4740 22.2775 24.0698
C 2.8605 19.9891 20.8279
O 2.7831 18.5516 20.6603
C 3.6248 18.1861 19.5031
C 3.4270 16.6586 19.4112
C 4.1365 16.0919 18.1914
N 2.0505 16.2674 19.3891
H 3.8801 20.1742 21.1661
H 2.1967 20.4597 21.5532
H 2.6014 20.5649 19.9394
H 3.1265 18.5907 18.6221
H 4.6748 18.4715 19.5675
H 3.9363 16.2418 20.2801
H 5.1311 16.5300 18.1079
H 3.6106 16.4849 17.3212
H 4.2536 15.0098 18.2491
H 1.5951 16.6966 18.5963
H 1.7228 16.7980 20.1835
C -4.9647 27.2322 21.7031
O -3.6625 26.7668 21.2810
C -2.6198 27.0583 22.2523
C -1.2620 26.4039 21.9800
C -0.5216 26.9113 20.6880
N -1.4151 24.9416 21.7645
H -5.6366 27.2267 20.8448
H -4.9294 28.2499 22.0921
H -5.3896 26.6123 22.4926
H -2.6762 28.1351 22.4115
H -2.9837 26.5920 23.1679
H -0.7386 26.7209 22.8821
H -0.4353 27.9972 20.7249
H -1.1127 26.7922 19.7800
H 0.4215 26.3965 20.5041
H -2.0374 24.6906 21.0096
H -1.9045 24.5286 22.5455
Cl 2.7816 27.6454 26.4201
C 1.7074 26.8863 25.2545
Cl 0.6140 25.7741 26.0389
H 1.1377 27.6274 24.6939
H 2.3363 26.3754 24.5254
Cl -1.8115 20.8205 20.0950
C -1.0635 22.1542 19.2228
Cl 0.1521 21.7396 17.9813
H -1.8924 22.7234 18.8021
H -0.5728 22.7933 19.9569
Cl 2.6846 25.1922 21.8239
C 2.3010 23.9639 20.6716
Cl 3.7894 23.2881 19.9714
H 1.7012 23.1444 21.0676
H 1.7090 24.4788 19.9149
*
```

These are the Mulliken partial charges, in e, on atoms 1 to 2:
1 C -0.81
2 O -0.31

=====

What is the formula in the second record? C4H9NO

=====

What is the formula in the third record? C36H72FN4O12S6